Entry from the Open Molecules 2025 dataset: C32H32BrNO3S3SbTeTi as an isolated structure (ωB97M-V/def2-TZVPD).

Its lowest unoccupied orbital energy is -2.70 eV. As for the charge: +1. Its energy relative to the best compared isomer or geometry (same formula, charge and spin) is 0.00 kJ/mol. The calculation puts the highest occupied orbital energy at -10.808 eV.

Element x y z (Å)
H (-7.3815, -2.6150, 0.9582)
H (-6.7725, -3.7687, -1.1349)
O (-0.6728, -1.0090, -2.7935)
C (0.5133, -1.8550, -2.8519)
H (-1.3433, 7.3434, 5.3571)
C (-1.6646, -1.4744, -3.7756)
C (0.4322, -2.5185, -4.2104)
C (-1.3041, 4.4212, -2.0770)
O (-1.7038, -3.5179, -1.2168)
C (-6.6764, 3.7498, -0.3722)
H (-3.7931, 5.4421, -0.8998)
C (3.1067, 0.4786, 1.4939)
C (0.9948, 5.8400, -1.4072)
S (-2.9030, 1.0366, -1.8427)
C (-3.9928, 3.6385, 0.2705)
H (-6.1908, 5.5331, -1.4620)
Te (-1.0343, 1.2047, 1.5132)
C (-3.7091, -2.6080, -0.2672)
C (1.8900, 1.2946, -0.5818)
H (2.5955, 3.1765, -0.3708)
C (-4.0750, -1.9270, 0.8940)
C (-5.8145, 4.7287, -0.8443)
H (0.0012, 5.2746, 5.2930)
H (-1.3889, -3.5999, -3.7821)
H (1.8782, 6.4079, -1.1453)
H (3.8243, 2.5230, 1.6813)
C (-6.1976, 2.7139, 0.4190)
C (0.2357, 5.2441, -0.4089)
H (3.8863, -0.2030, 1.8221)
H (2.4113, 0.6719, 2.3097)
H (4.6117, 1.5951, 0.3862)
H (0.5310, 5.3523, 0.6297)
H (-4.4721, 1.8301, 1.3383)
C (-1.0702, -2.7376, -4.3661)
H (-3.3089, -1.3973, 1.4453)
C (-5.3813, -1.9336, 1.3464)
H (-5.6395, -1.4205, 2.2620)
C (-0.6973, 5.4915, 4.4959)
Ti (-1.2184, 0.1047, -1.1137)
H (-2.6077, -1.6411, -3.2591)
H (-6.8738, 1.9512, 0.7811)
O (-1.6096, -1.5001, -0.2881)
C (-1.4547, 6.6528, 4.5319)
C (-6.3542, -2.6036, 0.6192)
C (-2.2653, -2.6145, -0.6557)
C (-2.3618, 6.9286, 3.5183)
H (1.3754, -1.2016, -2.7251)
S (0.7810, 1.5821, -1.8127)
C (-4.4642, 4.6769, -0.5258)
H (-2.9574, 7.8309, 3.5530)
C (-2.5117, 6.0429, 2.4620)
H (1.1914, 6.2009, -3.5112)
H (-0.2617, 3.6855, 3.4217)
H (-3.2316, 6.2581, 1.6807)
C (-0.5470, 5.0279, -3.0677)
C (-4.8507, 2.6503, 0.7384)
N (2.6536, 2.2240, -0.0381)
H (-1.7838, -0.6655, -4.4963)
Br (-4.3665, -4.1522, -2.6310)
H (1.0017, -3.4452, -4.2386)
H (-7.7274, 3.7915, -0.6250)
C (-6.0175, -3.2596, -0.5529)
S (2.1761, -0.2644, 0.1151)
Sb (-1.9697, 3.5719, 0.7936)
H (-0.8532, 4.9458, -4.1022)
C (-0.9091, 4.5303, -0.7478)
H (-2.1855, 3.8518, -2.3444)
C (3.6697, 1.7698, 0.9112)
H (0.4452, -2.5778, -2.0379)
C (-1.7475, 4.8800, 2.4236)
H (-1.3774, -2.8770, -5.4009)
C (0.6037, 5.7293, -2.7349)
C (-0.8428, 4.6008, 3.4411)
C (-4.7012, -3.2690, -0.9901)
H (0.8137, -1.8503, -4.9844)

=====

Entry from the Open Molecules 2025 dataset: C32H32ClIrNP as an isolated structure (ωB97M-V/def2-TZVPD).

Its lowest unoccupied orbital energy (spin up / spin down) is 0.36 / -2.30 eV. As for the charge: 0. The calculation puts the highest occupied orbital energy (spin up / spin down) at -3.437 / -8.223 eV. As for the spin multiplicity: 5.

Element x y z (Å)
H (-2.0693, -1.4021, 2.2567)
C (0.1739, -1.8903, 2.3347)
H (-1.8392, -1.9274, -0.3958)
H (-3.0463, 2.8912, 1.2816)
H (0.8123, 5.7355, -4.3594)
C (-2.0318, -1.3878, -3.0497)
H (-4.6747, 1.3063, -3.9978)
C (1.0093, 3.6366, -4.8223)
C (1.1223, 2.0092, 3.0193)
H (1.6340, -2.7562, -5.9655)
H (-0.0893, -1.2465, -5.0021)
C (0.6968, 4.7135, -3.9929)
C (1.1572, -0.6905, -3.3167)
H (-5.1399, -1.1247, -4.4269)
H (-5.1658, 1.6271, 1.8167)
C (0.3154, -2.1849, 0.0110)
C (-3.1304, 1.0109, 3.5927)
C (2.4178, -0.8669, -2.7071)
H (-2.1296, 0.7974, 3.9793)
C (1.0779, -2.1696, 1.2522)
C (1.8671, -2.2229, -5.0500)
H (-0.0016, 5.2887, -2.0468)
H (-3.8142, 0.2285, 3.9366)
C (-4.5122, 0.7681, 1.6013)
C (-1.6719, -0.0227, -3.0494)
H (3.8548, -3.0767, -4.8739)
H (-3.4731, 1.9817, 3.9910)
C (-4.2009, -0.8141, -3.9760)
C (0.0936, 3.1521, -2.2380)
C (-3.9167, 0.5473, -3.7855)
P (-0.0103, 0.4197, -2.5447)
C (0.0102, 1.6155, 2.2420)
C (3.3749, -1.7154, -3.2560)
C (0.8575, 2.3099, -4.4027)
Ir (0.2515, -0.0946, 1.2613)
C (3.1068, -2.4088, -4.4326)
C (-3.2666, -1.7698, -3.5740)
H (-0.2812, 4.6192, 4.7211)
C (0.8923, -1.3746, -4.5156)
H (-2.1398, 4.0712, 3.1790)
C (-1.2101, 3.4966, 3.1290)
H (0.4318, -1.6767, 3.3719)
H (-2.1408, 1.6144, 0.4534)
H (-4.9298, -0.1119, 2.1137)
H (-0.1908, 2.9575, -1.1968)
C (-2.6741, 0.9540, -3.3068)
H (4.3337, -1.8500, -2.7632)
C (0.3468, 2.0668, -3.1180)
H (2.1542, -2.2857, 1.2687)
C (1.0144, 3.0639, 3.9243)
H (0.6994, -2.3575, -0.9984)
N (-3.1567, 0.9698, 2.1355)
C (-1.1562, 2.4046, 2.2327)
H (-4.5031, 0.5812, 0.5303)
H (2.6416, -0.3319, -1.7746)
H (-2.4625, 2.0145, -3.1124)
H (1.8393, 3.2995, 4.6013)
C (-1.1469, -1.6838, 1.7513)
C (-2.3937, 2.0078, 1.4528)
C (-0.1678, 3.8116, 3.9904)
H (1.3874, 3.8177, -5.8277)
C (-1.0410, -1.9412, 0.3319)
H (-3.4999, -2.8355, -3.6494)
C (0.2401, 4.4542, -2.6962)
H (1.1141, 1.4590, -5.0479)
H (-1.3568, -2.1467, -2.6368)
Cl (1.6712, 1.0830, -0.1303)
H (2.0180, 1.4120, 2.9189)

=====

Entry from the Open Molecules 2025 dataset: C32H32ClMnN3O2STe as an isolated structure (ωB97M-V/def2-TZVPD).

Its lowest unoccupied orbital energy (spin up / spin down) is -0.11 / -0.21 eV. As for the charge: 0. Its energy relative to the best compared isomer or geometry (same formula, charge and spin) is 54.97 kJ/mol. The calculation puts the highest occupied orbital energy (spin up / spin down) at -6.859 / -7.495 eV. As for the spin multiplicity: 6.

Element x y z (Å)
C (10.6022, 6.4296, 16.2557)
C (12.5596, 4.7161, 10.7006)
C (15.2116, 8.9977, 15.4817)
O (11.8223, 7.9097, 11.1872)
H (6.4737, 6.4115, 12.6480)
C (15.6714, 7.2299, 8.6995)
H (9.6612, 9.5768, 15.3518)
H (10.4537, 4.1561, 13.8053)
H (15.6578, 6.0429, 11.9598)
C (10.7316, 7.5563, 13.9866)
H (16.2663, 8.7197, 15.2892)
C (11.2315, 4.5456, 10.5697)
N (9.7731, 7.3468, 13.1345)
H (12.6083, 7.8790, 9.1053)
H (15.2566, 10.1001, 15.3709)
C (16.7132, 5.2078, 10.3232)
C (8.5011, 6.7981, 13.5812)
N (9.6998, 7.6028, 7.7592)
H (7.4710, 9.8308, 10.9818)
H (8.7326, 7.7262, 8.0010)
C (8.5059, 9.7119, 10.7505)
H (12.2382, 7.6783, 7.4429)
H (17.6164, 4.4446, 8.5817)
H (10.7329, 4.6973, 9.6341)
H (12.6885, 8.1331, 15.6667)
C (12.4380, 4.3144, 13.0273)
H (10.3561, 5.5823, 18.2496)
C (13.9131, 8.2556, 12.0186)
C (10.0060, 7.3682, 6.3315)
H (9.3691, 7.9976, 5.7496)
H (9.0264, 9.6739, 17.6813)
C (7.4270, 6.9424, 12.4956)
H (14.1933, 4.9064, 12.0194)
H (15.1408, 7.9106, 8.0353)
C (10.2221, 6.4324, 17.5639)
C (12.5710, 8.0576, 12.2185)
N (11.8702, 7.7263, 8.3868)
H (16.6014, 6.2876, 7.0468)
H (11.1885, 5.6159, 15.8666)
H (17.0686, 4.3253, 10.8679)
Mn (9.8918, 8.0312, 10.7637)
C (13.0203, 8.1552, 14.6267)
H (9.9089, 6.3320, 5.9894)
C (15.8686, 6.1846, 10.8728)
S (7.9037, 6.3750, 10.8195)
H (8.0047, 7.1635, 14.4583)
C (16.5241, 6.2468, 8.1321)
O (14.2523, 9.2977, 9.9523)
H (14.8438, 8.7448, 16.4492)
H (13.1583, 4.9368, 9.8757)
C (14.8017, 8.4973, 13.0625)
C (9.4841, 8.7629, 17.3324)
C (10.5867, 7.7089, 8.7359)
H (9.2209, 7.6239, 19.1423)
C (10.4663, 7.5684, 15.4867)
H (7.2067, 8.0164, 12.4331)
H (15.8515, 8.7367, 12.8019)
H (8.5208, 5.7019, 13.6090)
Cl (8.5340, 10.2478, 8.9768)
C (10.3914, 4.3873, 11.7117)
C (12.0647, 7.8606, 13.6100)
C (15.3567, 7.1913, 10.0526)
C (9.6309, 7.6392, 18.1053)
C (13.1592, 4.6037, 11.9204)
C (9.8660, 8.7117, 15.9887)
C (14.3463, 8.4763, 14.3803)
H (9.1031, 10.6357, 11.1257)
Te (8.3056, 4.1143, 11.4677)
H (12.8979, 4.3274, 13.9468)
C (11.0446, 4.2302, 12.8859)
H (10.9799, 7.7653, 6.1362)
C (14.4474, 8.3046, 10.6300)
C (17.0256, 5.2613, 8.9496)

=====

Q: Number 2 is which compound?
A: C32H32ClIrNP

=====

Q: The highest charge belongs to which entry?
A: C32H32BrNO3S3SbTeTi

=====

Q: Number 3 is which compound?
A: C32H32ClMnN3O2STe

=====

Q: What is the formula in the third record?
A: C32H32ClMnN3O2STe